Below is C23H52N4O11S as an isolated structure, with properties calculated with wB97M-V/def2-TZVPD.

Geometry (Å):
C (-4.27, -2.53, 0.24)
C (-3.23, -1.79, 1.08)
C (-2.34, -0.92, 0.22)
O (-2.37, 0.51, 0.45)
S (-1.41, 1.12, -0.67)
O (-2.06, 1.16, -1.93)
O (-0.75, 2.25, -0.15)
O (-0.39, -0.16, -0.72)
C (-0.86, -1.22, 0.08)
O (-0.14, -1.28, 1.32)
C (0.66, -0.31, 1.60)
N (1.29, 0.57, 2.00)
H (-4.76, -1.85, -0.45)
H (-3.83, -3.35, -0.33)
H (-5.05, -2.94, 0.88)
H (-3.75, -1.15, 1.79)
H (-2.63, -2.52, 1.63)
H (-2.68, -1.04, -0.82)
H (-0.76, -2.18, -0.42)
C (-1.25, 4.13, 8.66)
O (-0.44, 4.72, 7.68)
C (0.73, 3.98, 7.34)
C (0.64, 3.41, 5.94)
N (-0.36, 2.36, 5.86)
C (-0.67, 1.92, 4.50)
C (-1.27, 2.92, 3.53)
O (-2.59, 3.34, 3.85)
C (-2.68, 4.40, 4.78)
H (-2.01, 4.86, 8.94)
H (-1.75, 3.22, 8.30)
H (-0.67, 3.87, 9.56)
H (0.90, 3.18, 8.07)
H (1.58, 4.67, 7.39)
H (1.61, 3.00, 5.67)
H (0.43, 4.25, 5.26)
H (-1.22, 2.68, 6.30)
H (-1.37, 1.09, 4.58)
H (0.24, 1.51, 4.05)
H (-1.35, 2.43, 2.55)
H (-0.62, 3.80, 3.38)
H (-1.84, 5.09, 4.68)
H (-2.73, 4.04, 5.81)
H (-3.61, 4.94, 4.57)
C (-2.01, 3.26, -9.39)
O (-0.79, 3.43, -8.70)
C (-0.88, 4.22, -7.53)
C (-0.67, 3.38, -6.28)
N (-1.79, 2.48, -6.05)
C (-1.57, 1.48, -5.01)
C (-0.46, 0.47, -5.20)
O (-0.68, -0.46, -6.25)
C (-0.30, -0.02, -7.54)
H (-1.79, 2.78, -10.34)
H (-2.72, 2.63, -8.84)
H (-2.49, 4.23, -9.59)
H (-1.83, 4.75, -7.48)
H (-0.08, 4.96, -7.58)
H (-0.58, 4.05, -5.42)
H (0.28, 2.85, -6.40)
H (-2.01, 2.01, -6.92)
H (-2.51, 0.93, -4.89)
H (-1.40, 2.01, -4.07)
H (-0.40, -0.13, -4.29)
H (0.53, 0.95, -5.32)
H (0.56, 0.65, -7.51)
H (-1.12, 0.48, -8.06)
H (-0.03, -0.90, -8.12)
C (4.17, -7.10, 2.49)
O (4.17, -5.71, 2.74)
C (5.26, -5.01, 2.15)
C (4.78, -4.10, 1.03)
N (4.32, -4.88, -0.12)
C (3.63, -4.10, -1.14)
C (2.34, -3.39, -0.76)
O (1.25, -4.25, -0.47)
C (1.20, -4.76, 0.85)
H (3.39, -7.54, 3.12)
H (3.94, -7.34, 1.45)
H (5.13, -7.55, 2.76)
H (6.02, -5.70, 1.78)
H (5.71, -4.39, 2.92)
H (5.61, -3.46, 0.71)
H (4.00, -3.45, 1.45)
H (3.70, -5.61, 0.21)
H (3.40, -4.78, -1.96)
H (4.33, -3.35, -1.54)
H (2.02, -2.81, -1.63)
H (2.48, -2.68, 0.06)
H (1.60, -4.04, 1.57)
H (1.74, -5.70, 0.95)
H (0.15, -4.94, 1.09)

**Strongest force on any atom**: 0.94 eV/A
**DFT total energy**: -64006.0292 eV
**Total charge**: 0